Computed, not measured: a single C4H6N4O molecule, with the ωB97M-V functional and the def2-TZVPD basis.

Positions of all 15 atoms, in Å:
C -1.94228 -0.01372 1.79667
C -1.32811 0.39782 0.74748
N 0.01143 0.14842 0.57231
N 0.79503 -0.26354 1.52510
N 2.00104 -0.48193 1.18696
C 2.05842 -0.21034 -0.16537
O 2.99458 -0.21882 -0.94582
N 0.78409 0.14264 -0.58860
C 0.28787 0.04788 -1.93092
H -3.02793 0.03968 2.02084
H -1.23878 -0.24170 2.59610
H -1.99906 0.65343 -0.12369
H -0.18626 -0.96311 -2.10243
H -0.42645 0.93753 -2.20845
H 1.21641 0.02575 -2.38017

HOMO-LUMO gap = 8.886 eV
SMILES = C=Cn1nnc(=O)n1C
total charge = 0

***

Computed, not measured: a molecular structure, C38H64ClLuN2O4S3SbSe4Si3Te, with the ωB97M-V functional and the def2-TZVPD basis.

Positions of all 122 atoms, in Å:
Lu 8.80563 -19.81117 11.22423
Se 6.14077 -20.58420 10.91837
Se 5.75649 -21.19342 8.67850
Se 6.11219 -18.93432 7.76213
Se 8.32048 -18.43476 7.80034
O 8.83287 -19.73199 13.28211
N 8.76805 -20.79654 14.13467
C 8.56245 -20.52849 15.45074
C 8.25628 -21.53475 16.33684
C 8.28683 -22.81971 15.83674
C 8.63654 -23.12280 14.49800
C 8.90523 -22.04824 13.60574
S 9.41192 -22.31773 12.04265
H 8.74972 -19.48827 15.72775
H 8.05011 -21.26169 17.38191
H 7.92391 -23.59959 16.45818
H 8.86577 -24.12205 14.12688
O 9.82961 -20.83523 9.51495
H 10.57141 -20.53588 8.81454
H 9.08703 -21.17439 8.95422
Cl 12.46133 -19.84170 3.70622
C 12.67768 -19.69424 5.43563
C 13.91739 -19.25142 5.91850
C 14.06860 -19.30187 7.30318
C 13.00831 -19.68740 8.13171
N 11.78242 -20.02727 7.66315
C 11.65580 -19.98835 6.31821
H 14.67636 -18.84115 5.23074
H 15.03786 -19.13873 7.79166
H 13.14945 -19.83044 9.20948
H 10.67586 -20.22242 5.90874
C 6.76218 -11.76778 13.82035
C 6.74633 -13.13458 13.22479
C 6.88244 -14.21870 14.08213
C 6.86076 -15.53745 13.63479
C 6.92798 -16.66491 14.57135
C 6.57694 -15.76778 12.29095
Te 6.13436 -17.90581 11.65661
C 6.48202 -14.70959 11.38604
C 6.23761 -15.04633 9.95670
C 6.51967 -13.39833 11.86918
H 7.73725 -11.64170 14.36866
H 5.90816 -11.61636 14.52908
H 6.73364 -11.01832 13.02568
H 6.95671 -14.09801 15.16309
H 7.26025 -16.23121 15.55267
H 7.67232 -17.43398 14.18519
H 5.92700 -17.14062 14.69367
H 7.05212 -15.64443 9.50736
H 6.15303 -14.09331 9.39894
H 5.31972 -15.64714 9.86111
H 6.35007 -12.58950 11.15246
C 10.90067 -16.58755 9.19277
S 11.40778 -17.40427 10.72881
C 11.02553 -16.18895 12.02837
O 10.31570 -18.41874 10.99374
H 11.53263 -15.68088 9.07101
H 9.84454 -16.26366 9.28275
H 11.03649 -17.32510 8.39321
H 9.96576 -16.00926 12.06533
H 11.62297 -15.26988 11.92942
H 11.33702 -16.71027 12.94849
C 11.14846 -23.46283 5.65219
Si 12.42774 -24.47649 6.55179
C 12.74016 -26.01380 5.57920
C 14.07158 -23.60788 6.85590
Sb 11.42320 -24.82633 8.98647
Si 9.11608 -26.03015 8.57875
C 8.60678 -25.58995 6.82318
C 9.40075 -27.87783 8.67914
C 7.92062 -25.37439 9.81937
Si 13.41580 -25.17029 10.70839
C 14.16652 -26.84762 10.59419
C 12.82808 -24.77769 12.44105
C 14.80082 -24.00969 10.18476
H 10.64578 -24.08928 4.87709
H 11.71304 -22.63127 5.12526
H 10.34332 -23.01438 6.20943
H 12.85117 -25.71057 4.47803
H 11.90372 -26.71000 5.62620
H 13.70232 -26.46513 5.82376
H 14.23454 -22.87672 6.00780
H 14.84790 -24.38593 6.70890
H 14.23454 -23.08452 7.79627
H 9.43261 -25.69969 6.07506
H 8.26566 -24.52243 6.82901
H 7.70694 -26.14038 6.48859
H 9.48114 -28.32010 7.63840
H 8.47418 -28.24580 9.15186
H 10.25652 -28.12217 9.31041
H 7.82387 -24.27840 9.88259
H 7.98907 -25.72749 10.87481
H 6.95187 -25.75116 9.46880
H 13.49301 -27.54258 11.14639
H 15.08844 -26.75896 11.21529
H 14.40430 -27.16571 9.58172
H 11.77552 -24.46646 12.56703
H 13.45498 -24.02534 12.96627
H 12.98113 -25.76653 12.93106
H 15.34052 -24.43694 9.32888
H 15.52793 -24.00034 11.02347
H 14.56785 -22.95433 9.95677
C 17.64403 -18.60308 10.58584
C 16.50888 -18.94136 11.50935
C 15.99786 -18.06164 12.47305
C 14.91327 -18.40375 13.27328
C 14.29225 -19.63006 13.12727
C 14.81345 -20.50323 12.18961
C 15.89018 -20.16656 11.39585
S 12.78156 -19.96166 14.03497
C 13.50579 -20.27538 15.64939
O 12.03781 -18.62805 14.15561
H 17.88495 -17.49632 10.56431
H 17.38240 -18.98161 9.58677
H 18.53922 -19.16094 10.96697
H 16.43748 -17.05161 12.57842
H 14.52097 -17.69285 13.96263
H 14.31967 -21.49824 12.08075
H 16.22347 -20.81376 10.58646
H 14.54200 -20.64788 15.54302
H 12.87042 -21.11926 15.97745
H 13.42178 -19.40791 16.29569

2S+1 = 2
HOMO-LUMO gap (alpha / beta) = 1.826 / 3.515 eV
expectation value of S² = 0.76
total charge = -2

***

Computed, not measured: a single C18H21BrN2O3S2 molecule, with the ωB97M-V functional and the def2-TZVPD basis.

Positions of all 47 atoms, in Å:
O -1.19942 -0.75153 3.17519
C -0.60026 -0.30327 2.22033
N 0.74054 -0.36689 2.08877
C 1.56691 -1.13455 2.98942
C 2.16237 -2.36460 2.28823
C 1.07005 -3.18876 1.66509
C 0.18779 -3.90390 2.46564
C -0.85499 -4.61483 1.90208
C -1.02932 -4.62211 0.52802
C -0.15195 -3.91880 -0.27819
C 0.89024 -3.20516 0.28893
C -1.31434 0.40186 1.06508
C -0.78026 1.82626 0.86910
C -1.32794 2.44915 -0.41568
N -1.14872 1.59357 -1.57239
S 0.42701 1.50326 -2.12629
O 0.46740 0.52842 -3.16958
O 1.41256 1.41354 -1.08230
C 0.57718 3.11428 -2.85333
C 1.41263 4.13141 -2.50350
C 1.24686 5.27608 -3.30912
C 0.28114 5.08485 -4.25245
Br -0.27951 6.32845 -5.52707
S -0.43811 3.50861 -4.17909
C -1.77137 0.29197 -1.40599
C -1.17071 -0.43932 -0.21016
H 1.17572 -0.03775 1.23983
H 2.37035 -0.50120 3.38020
H 0.91814 -1.44110 3.81268
H 2.86510 -2.03682 1.51898
H 2.71023 -2.95288 3.02691
H 0.31676 -3.89920 3.53789
H -1.53626 -5.16251 2.53623
H -1.84582 -5.17559 0.08775
H -0.27931 -3.91986 -1.35111
H 1.57120 -2.65775 -0.34875
H -2.37582 0.45129 1.33152
H 0.30673 1.81677 0.80004
H -1.06417 2.44474 1.72226
H -2.40067 2.64554 -0.32471
H -0.81758 3.39276 -0.62537
H 2.11848 4.04679 -1.69799
H 1.80651 6.18689 -3.20048
H -2.84597 0.44967 -1.27924
H -1.59403 -0.26202 -2.32827
H -1.65854 -1.40521 -0.06975
H -0.11683 -0.62055 -0.42939

HOMO-LUMO gap = 9.152 eV
SMILES = O=C(NCCc1ccccc1)C1CCN(S(=O)(=O)c2ccc(Br)s2)CC1
total charge = 0

***

Computed, not measured: 2 unconnected molecules or ions with the total composition C12H25BN3O6, with the ωB97M-V functional and the def2-TZVPD basis.

Positions of all 47 atoms, in Å:
C 3.66044 2.80977 -1.28634
C 2.19034 2.36503 -1.61379
C 2.10121 0.82881 -1.25127
N 0.72002 0.38345 -1.53024
C 0.43374 -0.96024 -0.97678
C -0.48663 -1.84535 -1.88041
C -1.55263 -1.07658 -2.72081
C -2.69264 -0.42393 -1.88353
O -2.29358 0.97309 -1.63319
C -3.28194 1.82260 -2.04740
C -4.24129 2.38753 -0.96885
O -3.44231 2.11999 -3.19073
B -0.20681 -0.76918 0.51001
C 0.19948 0.39083 1.52171
O -1.18652 -1.69010 0.99280
C 1.73127 -1.82292 -0.71275
O 2.44088 -2.25673 -1.62853
O 2.01501 -2.06339 0.51123
H 3.82798 2.75961 -0.18635
H 4.35453 2.05473 -1.72150
H 3.92409 3.80299 -1.70026
H 2.05238 2.44299 -2.71695
H 1.44544 2.95139 -1.04221
H 2.37504 0.75504 -0.18402
H 2.83910 0.33638 -1.92724
H 0.64501 0.41119 -2.54627
H 0.18985 -2.35167 -2.61261
H -0.99850 -2.66194 -1.33125
H -1.11360 -0.29871 -3.37986
H -2.00853 -1.82123 -3.42050
H -3.65205 -0.38354 -2.44021
H -2.78123 -0.92634 -0.89793
H -5.23266 2.56249 -1.42766
H -3.81479 3.31432 -0.52951
H -4.38072 1.65325 -0.14398
H 0.81239 -0.01443 2.37558
H 0.66896 1.27583 1.04774
H -0.75197 0.74549 1.99881
H -0.79550 -2.55687 0.78449
C 0.63684 -1.55672 4.86410
O 0.28913 -0.75285 4.02245
N -0.09418 -1.80642 5.99553
N 1.78656 -2.27911 4.74819
H 0.17586 -2.46619 6.69964
H -0.94779 -1.29156 6.11049
H 2.34466 -2.12200 3.92411
H 2.09571 -2.94881 5.42607

HOMO-LUMO gap = 6.808 eV
total charge = -1

***

Computed, not measured: 3 unconnected molecules or ions with the total composition C13H24F6N2O5, with the ωB97M-V functional and the def2-TZVPD basis.

Positions of all 50 atoms, in Å:
C 4.49371 3.32850 1.83188
C 3.19677 4.09647 1.92136
O 2.39386 3.88026 0.72827
C 1.80045 2.71131 0.61477
O 1.81431 1.79266 1.38097
C 0.98190 2.66809 -0.70138
F 1.68826 3.11796 -1.73867
F -0.12031 3.41864 -0.58251
F 0.60982 1.41379 -0.95822
H 5.02880 3.58149 0.91674
H 5.13571 3.55234 2.68331
H 4.29592 2.25846 1.82571
H 3.34931 5.17217 1.93840
H 2.61460 3.80828 2.79607
C 2.94355 -1.85646 -1.63961
C 2.51416 -1.23675 -0.33068
O 3.49111 -1.47154 0.71461
C 4.54794 -0.68587 0.71326
O 4.81739 0.19283 -0.05296
C 5.44421 -1.01870 1.93309
F 5.64600 -2.33381 2.05134
F 4.85411 -0.58152 3.05483
F 6.62406 -0.41718 1.81893
H 3.12640 -2.92407 -1.51638
H 2.15180 -1.72338 -2.37714
H 3.84928 -1.38568 -2.01863
H 1.60554 -1.69466 0.05307
H 2.35509 -0.16498 -0.41745
C -1.78191 -0.30556 0.05273
C -1.94442 -0.87478 -1.35787
N -3.29594 -1.21590 -1.77496
C -4.04717 -2.11507 -0.92573
N -4.82430 -2.99611 -1.79089
C -4.99551 -1.41132 0.09198
O -6.34054 -1.78270 -0.04781
C -7.26215 -0.76286 -0.34630
H -0.72647 -0.27351 0.33031
H -2.16321 0.71639 0.11483
H -2.28853 -0.91273 0.80589
H -1.57664 -0.13261 -2.07029
H -1.30842 -1.75798 -1.47999
H -3.82282 -0.38393 -2.00271
H -3.30454 -2.66184 -0.32693
H -4.18350 -3.42804 -2.44493
H -5.28778 -3.72633 -1.26448
H -4.67847 -1.66030 1.11178
H -4.87549 -0.32643 -0.01828
H -8.03210 -1.17665 -0.99729
H -6.77946 0.07018 -0.86742
H -7.73437 -0.38060 0.56538

HOMO-LUMO gap = 9.339 eV
SMILES = CCOC(=O)C(F)(F)F.CCOC(=O)C(F)(F)F.CCN[C@H](N)COC
total charge = 0

***

Computed, not measured: a gas-phase ion, C5H8NO (charge +1), with the ωB97M-V functional and the def2-TZVPD basis.

Positions of all 15 atoms, in Å:
C 2.52867 0.28410 0.76823
C 1.67135 0.33904 -0.08134
C 0.73279 0.09267 -1.14649
C -0.59607 -0.53434 -0.34267
O -0.82515 -1.81459 -0.30128
C -1.72753 0.49582 -0.12996
N -0.71829 0.24172 0.97135
H 3.20715 0.39545 1.49998
H 0.57438 1.06430 -1.70947
H 0.96810 -0.57071 -1.93991
H -0.07829 -2.48907 -0.19009
H -1.68620 1.47826 -0.60879
H -2.68686 0.14172 0.15264
H -0.15234 0.94373 1.22419
H -1.21171 -0.06810 1.83362

HOMO-LUMO gap = 11.246 eV
SMILES = C#CC[C@]1(O)C[NH2+]1
total charge = +1

***

Computed, not measured: a single C3H2O3 molecule, with the ωB97M-V functional and the def2-TZVPD basis.

Positions of all 8 atoms, in Å:
O -2.21661 0.61354 0.64824
C -1.06802 0.26970 0.73119
C -0.17281 0.22897 -0.51782
O -0.49706 0.72205 -1.56867
C 1.18639 -0.44070 -0.36919
O 1.73507 -0.49170 0.70530
H -0.60543 -0.07210 1.67259
H 1.63847 -0.82975 -1.30164

HOMO-LUMO gap = 8.400 eV
SMILES = O=CC(=O)C=O
total charge = 0

***

Computed, not measured: a molecular structure, C9H8N2O4SeTi, with the ωB97M-V functional and the def2-TZVPD basis.

Positions of all 25 atoms, in Å:
Ti 0.08498 -1.14434 0.47152
O -0.69319 4.50468 1.32698
C -0.74239 3.83313 0.40170
C 1.71585 -1.37362 -0.59124
O 2.72948 -1.55399 -1.15694
C -1.37733 -1.97509 -0.51774
O -2.25462 -2.43343 -1.13531
C 0.13678 -0.28788 -1.32765
O 0.08150 0.14979 -2.41122
C -2.32624 -0.06422 3.36037
N -1.03434 0.44248 3.77829
C -0.77337 1.59753 4.50674
C 0.58038 1.71572 4.59622
N 1.13145 0.64254 3.90506
C 2.53559 0.36450 3.68625
C 0.13715 -0.18310 3.47497
Se 0.33876 -1.92437 2.81756
H -2.60484 0.28945 2.35480
H -3.08638 0.24837 4.08389
H -2.25878 -1.15886 3.32641
H -1.56454 2.19851 4.93027
H 1.19260 2.43427 5.11517
H 3.02382 1.21608 3.19680
H 3.04104 0.14853 4.63532
H 2.59233 -0.51418 3.03086

2S+1 = 3
HOMO-LUMO gap (alpha / beta) = 6.343 / 5.807 eV
expectation value of S² = 2.01
total charge = +2

***

Computed, not measured: a single C3HCl3F2 molecule, with the ωB97M-V functional and the def2-TZVPD basis.

Positions of all 9 atoms, in Å:
F -1.83978 -0.59606 -1.70667
C -0.72858 -0.50788 -1.04606
F 0.25277 -1.17940 -1.65006
C -0.54871 0.19945 0.08608
Cl -1.85157 1.08291 0.74090
C 0.76310 0.31343 0.77188
Cl 1.31328 -1.32794 1.38392
Cl 2.05298 1.03852 -0.20391
H 0.58651 0.97697 1.62391

HOMO-LUMO gap = 10.466 eV
SMILES = FC(F)=C(Cl)C(Cl)Cl
total charge = 0

***

Computed, not measured: a gas-phase ion, C24H47ClIN4O (charge +1), with the ωB97M-V functional and the def2-TZVPD basis.

Positions of all 78 atoms, in Å:
C -3.79721 0.28597 6.08394
C -4.86402 0.03014 5.02325
C -4.67499 0.84602 3.74408
C -3.24519 0.82477 3.20610
C -3.17053 1.18488 1.71890
C -1.81163 1.79153 1.31177
C -1.30322 1.31437 -0.06466
C 0.06834 0.65020 -0.14767
C 0.10803 -0.27392 -1.38645
C -0.06828 0.36173 -2.76902
N -0.72401 -0.58536 -3.67682
C -1.37803 0.05685 -4.84463
C -0.58352 0.03081 -6.14593
C 0.11443 -1.67057 -3.98284
C -0.56325 -2.88324 -4.56077
O 1.28959 -1.65112 -3.72194
N 0.37591 -0.20637 1.05481
Cl -0.69473 -1.52319 1.27638
C 1.72197 -0.40603 1.04620
N 2.44288 -1.20547 1.79573
C 2.00664 -2.14645 2.84252
C 2.95796 -1.99060 4.04184
C 1.98843 -3.60753 2.34782
C 1.64686 -3.87079 0.87474
N 2.33126 0.45272 0.16481
C 1.33281 1.53037 -0.07309
I 1.48975 2.74994 1.79910
C 1.63244 2.49022 -1.22513
C 2.82217 2.09325 -2.12195
C 2.69251 2.74820 -3.49589
C 4.17065 2.46720 -1.47327
H -4.05936 -0.19090 7.02850
H -3.67581 1.35762 6.26429
H -2.81887 -0.10066 5.78855
H -5.84072 0.25308 5.45938
H -4.88493 -1.03487 4.76877
H -5.35078 0.45266 2.97767
H -4.98534 1.87676 3.94403
H -2.83095 -0.17864 3.36030
H -2.63266 1.53714 3.76602
H -3.39368 0.30553 1.10675
H -3.96194 1.90800 1.50169
H -1.93839 2.87471 1.26701
H -1.08296 1.61464 2.09960
H -1.33016 2.12884 -0.79029
H -2.01760 0.57037 -0.42680
H 1.03709 -0.84430 -1.40512
H -0.70140 -0.99977 -1.28591
H 0.91432 0.63063 -3.16190
H -0.67108 1.26852 -2.73794
H -1.60225 1.08490 -4.56522
H -2.34211 -0.43299 -5.00717
H 0.44601 0.36377 -6.00491
H -1.07221 0.68808 -6.86634
H -0.58365 -0.96360 -6.58978
H -1.63583 -2.85411 -4.37915
H -0.36674 -2.95807 -5.62988
H -0.14224 -3.75564 -4.06304
H 3.44060 -1.14662 1.63312
H 1.02786 -1.82425 3.17605
H 3.17300 -2.95993 4.48735
H 3.91385 -1.56298 3.72844
H 2.54322 -1.32859 4.79977
H 1.26669 -4.12649 2.98128
H 2.96738 -4.03906 2.56606
H 0.61288 -4.19143 0.75010
H 2.27259 -4.66788 0.47666
H 1.79248 -3.00076 0.23210
H 3.15527 0.86362 0.59877
H 1.84592 3.48331 -0.83855
H 0.73843 2.59543 -1.83948
H 2.83564 1.00833 -2.26218
H 3.44231 2.32694 -4.16801
H 1.71686 2.56885 -3.95086
H 2.88189 3.82323 -3.44834
H 4.07442 3.31900 -0.79703
H 4.61872 1.62505 -0.94128
H 4.89021 2.74401 -2.24504

HOMO-LUMO gap = 8.739 eV
SMILES = CCCCCCC[C@]1(CCN(CC)C(C)=O)N(Cl)C(N[C@H](C)CC)=[NH+][C@@]1(I)CC(C)C
total charge = +1

***

Computed, not measured: 2 unconnected molecules or ions with the total composition C2H7OP, with the ωB97M-V functional and the def2-TZVPD basis.

Positions of all 11 atoms, in Å:
C 1.46343 -0.02742 -0.06317
C -1.04272 -1.02327 -0.10645
O 1.20619 1.23117 -0.17250
P -1.72523 0.59134 -0.21933
H 1.91338 -0.60474 -0.97546
H 1.57128 -0.65573 0.75763
H -1.31440 -1.55637 0.92178
H -1.16467 -1.78979 -0.97357
H 0.54466 1.65888 0.37599
H -1.00446 1.10654 -1.16293
H -1.20836 1.23669 0.85252

HOMO-LUMO gap (alpha / beta) = 8.279 / 7.489 eV
total charge = 0

***

Number 1: largest force on an atom 4.5 eV Å⁻¹. Number 2: largest force on an atom 4.0 eV Å⁻¹. Number 3: largest force on an atom 1.0 eV Å⁻¹. Number 4: largest force on an atom 2.1 eV Å⁻¹. Number 5: largest force on an atom 0.3 eV Å⁻¹. Number 6: largest force on an atom 5.0 eV Å⁻¹. Number 7: largest force on an atom 0.6 eV Å⁻¹. Number 8: largest force on an atom 8.9 eV Å⁻¹. Number 9: largest force on an atom 2.0 eV Å⁻¹. Number 10: largest force on an atom 1.4 eV Å⁻¹. Number 11: largest force on an atom 5.0 eV Å⁻¹.